ORCA calculation (the ωB97M-V functional and the def2-TZVPD basis) on a 2-piece molecular cluster, C5H10ClF3P overall in a non-equilibrium geometry.

Computed properties:
* Kohn-Sham gap (spin up / spin down): 11.083 / 5.461 eV
* 2S+1: 1
* E_LUMO (spin up / spin down): -3.009 / -5.485 eV
* total energy: -35299.338 eV
* net charge: +1
* energy above the lowest of the compared OMol25 structures with the same formula, charge and spin: 95.93 kcal/mol

Each line ends with the Mulliken charge.
CARTESIAN COORDINATES (ANGSTROEM)
P  0.911  0.013  -0.108  0.8745
C  -3.799  -0.144  0.746  -0.0875
H  0.922  0.062  -2.397  0.3987
C  2.333  -1.056  -0.244  -1.2110
Cl  -4.372  0.999  -0.240  -0.0809
C  0.551  0.817  -1.748  -1.1443
H  -4.069  -1.208  0.902  0.3986
H  1.430  2.076  0.836  0.4295
H  2.466  -1.456  0.732  0.4411
H  0.972  1.781  -1.975  0.3994
C  -0.573  -0.871  0.324  0.3330
H  2.069  1.002  1.904  0.3952
H  -0.516  0.757  -1.936  0.4100
C  1.121  1.198  1.312  -1.1011
F  -0.352  -2.096  0.781  -0.1981
H  3.190  -0.564  -0.528  0.4149
H  0.029  1.322  1.776  0.3454
H  1.924  -1.869  -0.866  0.4080
F  -1.561  -0.963  -0.752  -0.2275
F  -2.675  0.203  1.479  -0.1979